[1]
Density functional theory data (the ωB97M-V functional and the def2-TZVPD basis) for a cluster of 2 separate species, C4H10N2O2 in total in a non-equilibrium geometry.

Geometry as ORCA input:
```
! wB97M-V def2-TZVPD RIJCOSX def2/J DEFGRID3
* xyz 0 1
C 2.470 0.686 0.546
C 1.629 0.104 -0.593
O 2.077 -1.159 -0.993
N 0.070 0.296 -0.313
C 0.066 -0.626 0.520
N -0.105 -1.730 0.997
H 2.404 0.044 1.423
H 3.514 0.736 0.243
H 2.123 1.684 0.803
H 1.752 0.726 -1.486
H 1.894 -1.794 -0.286
H -0.583 -1.899 1.865
C -3.181 0.379 -0.651
O -2.352 0.496 0.488
H -2.766 -0.336 -1.368
H -4.144 0.008 -0.301
H -3.320 1.346 -1.144
H -1.549 1.039 0.251
*
```

## Properties
HOMO-LUMO gap (eV): 10.72
LUMO (eV): 0.80

***

[2]
Density functional theory data (the ωB97M-V functional and the def2-TZVPD basis) for a cluster of 2 separate species, C7H16O in total in a non-equilibrium geometry.

Geometry as ORCA input:
```
! wB97M-V def2-TZVPD RIJCOSX def2/J DEFGRID3
* xyz 0 1
C -0.206 1.281 2.186
C -0.990 0.719 1.031
C -0.625 -0.226 0.163
C 0.682 -0.974 0.210
C -1.420 -0.274 -1.114
C -0.592 0.372 -2.308
C -1.005 -0.088 -3.683
H -0.824 1.513 3.037
H 0.294 2.236 1.926
H 0.559 0.657 2.611
H -1.910 1.291 0.932
H 0.426 -2.028 0.130
H 1.160 -0.721 1.159
H 1.275 -0.822 -0.711
H -1.911 -1.198 -1.421
H -2.200 0.502 -1.211
H -0.598 1.499 -2.325
H 0.481 0.177 -2.168
H -2.100 0.011 -3.809
H -0.809 -1.168 -3.820
H -0.451 0.420 -4.464
O 3.231 -0.716 3.156
H 3.236 0.242 3.208
H 2.535 -1.094 2.620
*
```

## Properties
HOMO-LUMO gap (eV): 9.88
LUMO (eV): 0.86

***

[3]
Density functional theory data (the ωB97M-V functional and the def2-TZVPD basis) for a structure of composition C42H37N6O11S6SeW.

Geometry as ORCA input:
```
! wB97M-V def2-TZVPD RIJCOSX def2/J DEFGRID3
* xyz -1 1
W 0.394 -1.391 0.750
O 1.666 -2.754 0.263
C 1.714 -3.860 -0.469
C 2.976 -4.367 -0.781
C 3.089 -5.538 -1.505
C 1.955 -6.230 -1.924
C 0.708 -5.727 -1.616
C 0.566 -4.539 -0.892
C -0.761 -4.030 -0.638
N -1.004 -2.913 -0.076
N -2.350 -2.567 0.004
C -2.443 -1.297 0.233
O -1.406 -0.520 0.368
C -3.777 -0.668 0.342
C -4.936 -1.414 0.130
C -6.174 -0.805 0.226
C -6.264 0.550 0.531
C -5.112 1.292 0.736
C -3.868 0.686 0.644
H 3.844 -3.808 -0.454
H 4.074 -5.916 -1.750
H 2.050 -7.146 -2.492
H -0.186 -6.244 -1.945
H -1.616 -4.611 -0.975
H -4.847 -2.465 -0.110
H -7.074 -1.384 0.060
H -7.235 1.025 0.600
H -5.174 2.350 0.958
H -2.963 1.262 0.773
C 1.946 -0.685 -6.551
C 1.486 0.563 -5.817
S -0.146 1.033 -6.348
O -1.071 -0.006 -5.952
O -0.100 1.412 -7.742
C -0.461 2.467 -5.338
C -1.944 2.644 -5.023
N -2.142 3.034 -3.631
C -2.501 2.214 -2.609
N -2.572 2.864 -1.455
C -2.225 4.141 -1.718
C -1.954 4.277 -3.052
N -1.553 5.450 -3.733
O -1.486 6.478 -3.079
O -1.292 5.384 -4.929
C -2.764 0.757 -2.744
H 2.942 -0.960 -6.207
H 1.978 -0.516 -7.627
H 1.271 -1.516 -6.348
H 2.132 1.420 -6.014
H 1.422 0.414 -4.738
H -0.027 3.335 -5.829
H 0.068 2.253 -4.407
H -2.464 1.699 -5.155
H -2.410 3.381 -5.668
H -2.189 4.912 -0.965
H -2.492 0.368 -3.721
H -3.815 0.544 -2.534
H -2.151 0.235 -2.013
S -0.438 -2.080 2.599
S -1.566 3.841 2.046
C -0.763 2.379 1.537
N -0.668 1.449 2.415
C -1.247 1.844 3.609
C -1.311 1.056 4.761
C -1.903 1.580 5.889
C -2.438 2.877 5.887
C -2.391 3.664 4.754
C -1.791 3.135 3.611
H -0.405 2.277 0.521
H -0.890 0.058 4.738
H -1.960 0.984 6.792
H -2.898 3.267 6.786
H -2.808 4.663 4.754
O 1.915 -0.659 1.650
C 2.730 -0.602 2.804
C 2.480 0.771 3.416
C 2.071 1.185 4.649
C 1.901 2.594 4.739
C 2.211 3.223 3.574
S 2.701 2.122 2.367
C 2.527 -1.820 3.693
C 2.886 -3.074 3.289
C 2.526 -4.091 4.206
C 1.898 -3.591 5.306
S 1.740 -1.896 5.219
C 4.166 -0.650 2.295
C 5.317 -0.691 3.022
C 6.474 -0.682 2.200
C 6.160 -0.634 0.873
S 4.472 -0.586 0.611
H 1.879 0.532 5.485
H 1.549 3.101 5.627
H 2.161 4.278 3.357
H 3.376 -3.253 2.341
H 2.722 -5.142 4.051
H 1.523 -4.126 6.164
H 5.335 -0.732 4.103
H 7.487 -0.713 2.579
H 6.840 -0.621 0.036
O 2.594 -0.112 -2.227
Se 1.063 0.077 -1.773
O 0.243 1.113 -2.700
O 0.904 0.521 -0.151
O 0.294 -1.400 -1.550
*
```

## Properties
HOMO-LUMO gap (eV): 7.59
LUMO (eV): 1.50

***

[4]
Density functional theory data (the ωB97M-V functional and the def2-TZVPD basis) for a structure of composition C11H23F6MgN3SSbSe2.

Geometry as ORCA input:
```
! wB97M-V def2-TZVPD RIJCOSX def2/J DEFGRID3
* xyz 0 2
Mg -1.517 -1.286 -1.169
C 3.326 -0.050 -1.224
Se 1.830 -0.692 -2.277
C 1.839 0.784 -3.548
C 1.163 2.040 -3.046
Se -0.812 1.747 -2.894
C -1.063 3.421 -1.951
H 4.241 -0.117 -1.809
H 3.406 -0.695 -0.351
H 3.162 0.975 -0.901
H 1.355 0.406 -4.450
H 2.891 0.947 -3.787
H 1.256 2.856 -3.765
H 1.557 2.359 -2.082
H -0.627 3.340 -0.959
H -2.134 3.577 -1.864
H -0.600 4.226 -2.518
C 0.795 2.221 2.590
C 1.316 1.719 1.265
N 0.390 0.743 0.724
C -0.366 -0.107 1.461
N -1.052 -1.026 0.847
C -1.883 -1.931 1.652
C -2.347 -1.298 2.945
C -1.129 -0.796 3.680
N -0.384 0.101 2.814
C 0.537 1.018 3.467
H -0.136 2.771 2.438
H 1.518 2.887 3.062
H 2.318 1.291 1.401
H 1.404 2.536 0.547
H 0.492 0.510 -0.259
H -1.332 -2.855 1.855
H -2.752 -2.220 1.057
H -2.892 -2.016 3.557
H -3.010 -0.457 2.725
H -0.500 -1.637 3.999
H -1.404 -0.236 4.576
H 1.483 0.517 3.710
H 0.079 1.316 4.412
S -2.725 0.685 -1.598
F -0.880 -2.279 -2.829
Sb -1.076 -4.083 -2.088
F -0.100 -3.252 -0.700
F 0.478 -4.684 -2.904
F -1.416 -5.600 -1.081
F -2.170 -4.568 -3.503
F -2.533 -3.109 -1.231
*
```

## Properties
HOMO-LUMO gap (spin up / spin down) (eV): 6.76 / 7.04
LUMO (spin up / spin down) (eV): 0.01 / -0.36

***

[5]
Density functional theory data (the ωB97M-V functional and the def2-TZVPD basis) for an isolated molecule of C5H3N in a non-equilibrium geometry.

Geometry as ORCA input:
```
! wB97M-V def2-TZVPD RIJCOSX def2/J DEFGRID3
* xyz 0 1
N 3.759 -0.122 0.003
C 2.620 0.053 0.004
C 1.291 0.361 -0.011
C -0.024 -0.836 0.063
C 0.022 0.373 -0.770
C 0.007 0.476 0.723
H 0.242 -1.860 0.134
H -0.404 0.800 -1.643
H -0.437 1.033 1.507
*
```

## Properties
HOMO-LUMO gap (eV): 9.53
LUMO (eV): 0.74

***

Computed values of energy above the lowest of the compared OMol25 structures with the same formula, charge and spin (unit: kJ/mol) for the preceding records, in sequence: 373.3; 147.0; 4.5; 39.3; 273.6.